DFT (ωB97M-V/def2-TZVPD) results for a molecular structure, C20H9Cl4F6N3O6S2Ti.

Computed properties:
Molecular weight ... 755.11 g mol⁻¹
F_max ... 0.53 eV/Å
Electronic energy ... -5469.24784 a.u.
Lowest unoccupied orbital energy ... 4.208 eV
Net charge ... -2
ΔE to the lowest compared entry with this formula, charge and spin ... 0.000 eV

Geometry as XYZ:
```
51
Properties=species:S:1:pos:R:3:mulliken_charge:R:1
Ti -0.38 0.45 -0.13 -0.678
F 2.24 0.52 -1.73 -0.326
C 0.90 0.56 -2.05 0.854
F 0.75 -0.41 -3.00 -0.250
F 0.75 1.71 -2.76 -0.269
S -2.87 2.07 -1.22 0.668
O -2.12 1.36 -0.03 -0.442
O -4.18 2.48 -0.72 -0.674
N -1.94 3.49 -1.33 -0.618
S -0.79 3.69 -0.37 1.117
O -0.99 4.33 0.90 -0.704
O 0.16 2.55 -0.29 -0.574
C 0.23 4.92 -1.29 0.547
F 0.56 4.52 -2.51 -0.212
F -0.43 6.09 -1.40 -0.248
F 1.36 5.17 -0.61 -0.239
Cl -4.81 -4.64 -1.14 -0.264
C -3.75 -3.50 -0.38 0.481
C -3.64 -3.45 1.00 0.329
Cl -4.57 -4.53 1.99 -0.258
C -2.78 -2.52 1.60 0.240
Cl -2.58 -2.47 3.32 -0.246
C -2.03 -1.65 0.83 0.272
O -1.16 -0.78 1.29 -0.432
C -2.11 -1.73 -0.59 -0.159
O -1.30 -0.93 -1.24 -0.578
C -2.99 -2.63 -1.17 0.233
Cl -3.06 -2.69 -2.90 -0.235
C -0.27 -5.33 -1.15 -0.426
C 0.20 -4.41 -2.07 -0.650
C 0.67 -3.18 -1.66 -0.312
C 0.70 -2.87 -0.31 0.286
C 0.25 -3.80 0.63 -0.079
C -0.24 -5.03 0.21 -0.671
N 1.08 -1.58 0.14 1.047
N 1.84 -1.60 1.12 -1.107
C 1.96 -0.36 1.76 0.231
C 2.93 -0.26 2.76 -0.490
C 3.02 0.90 3.50 -0.443
C 2.13 1.93 3.26 -0.887
C 1.17 1.82 2.26 -0.389
C 1.07 0.67 1.47 1.160
H -0.69 -6.28 -1.48 0.386
H 0.16 -4.64 -3.13 0.388
H 0.99 -2.44 -2.38 0.345
H 0.24 -3.52 1.67 0.376
H -0.64 -5.73 0.94 0.351
H 3.59 -1.11 2.93 0.418
H 3.77 0.99 4.28 0.350
H 2.18 2.84 3.86 0.403
H 0.50 2.66 2.09 0.375
```

=====

DFT (ωB97M-V/def2-TZVPD) results for 3 unconnected molecules or ions with the total composition C21H10F25NO4S.

Computed properties:
Molecular weight ... 847.33 g mol⁻¹
F_max ... 1.04 eV/Å
Structure (SMILES) ... O=C1C=C(N=C=S)C(=O)C(C(F)(F)C(F)(F)C(F)(F)C(F)(F)F)=C1.FC(F)C(F)(F)COC(F)(F)C(F)F.FC(F)C(F)(F)COC(F)(F)C(F)F
Electronic energy ... -4056.77997 a.u.
Lowest unoccupied orbital energy ... -2.241 eV

Geometry as XYZ:
```
62
Properties=species:S:1:pos:R:3:mulliken_charge:R:1
O -2.69 7.88 0.64 -0.549
C -1.92 6.96 0.78 -0.066
C -1.75 5.93 -0.26 -0.462
C -1.06 4.81 0.01 0.408
N -0.89 3.76 -0.91 -0.454
C 0.02 3.73 -1.71 0.523
S 1.20 3.66 -2.72 -0.373
C -0.48 4.55 1.37 0.583
O -0.06 3.45 1.65 -0.621
C -0.46 5.70 2.32 -0.076
C 0.32 5.58 3.61 0.911
F -0.07 4.48 4.29 -0.304
F 0.06 6.65 4.39 -0.314
C 1.87 5.47 3.46 0.490
F 2.16 4.20 3.12 -0.237
F 2.44 5.73 4.64 -0.294
C 2.58 6.34 2.37 0.598
F 2.20 5.91 1.16 -0.208
F 3.90 6.10 2.52 -0.308
C 2.40 7.90 2.44 0.649
F 2.13 8.29 3.68 -0.253
F 3.50 8.50 2.03 -0.257
F 1.40 8.28 1.64 -0.229
C -1.13 6.82 2.02 -0.304
H -2.22 6.10 -1.22 0.513
H -1.13 7.67 2.70 0.577
F -2.23 -2.05 1.50 -0.220
C -2.52 -0.85 2.04 0.003
F -3.79 -0.53 1.70 -0.267
C -1.58 0.23 1.51 1.106
F -1.78 0.40 0.18 -0.294
F -1.97 1.37 2.14 -0.321
C -0.08 0.09 1.80 -0.669
O 0.72 -0.46 0.78 -0.447
C 0.95 -1.80 0.67 0.842
F 0.44 -2.50 1.70 -0.291
F 2.30 -1.99 0.69 -0.309
C 0.47 -2.35 -0.67 0.187
F -0.85 -2.15 -0.83 -0.233
F 0.69 -3.69 -0.69 -0.246
H -2.46 -0.92 3.13 0.297
H 0.27 1.11 1.91 0.275
H 0.08 -0.41 2.76 0.379
H 1.01 -1.88 -1.49 0.264
F -1.57 -8.88 -3.15 -0.224
C -2.10 -7.77 -2.59 0.079
F -3.38 -7.66 -2.99 -0.265
C -1.34 -6.52 -3.04 0.919
F -1.50 -6.34 -4.37 -0.287
F -1.95 -5.49 -2.39 -0.321
C 0.15 -6.42 -2.67 -0.551
O 1.09 -6.78 -3.67 -0.409
C 1.54 -8.05 -3.81 0.788
F 1.11 -8.87 -2.84 -0.291
F 2.90 -8.01 -3.74 -0.306
C 1.22 -8.62 -5.20 0.196
F -0.11 -8.63 -5.41 -0.220
F 1.66 -9.90 -5.26 -0.259
H -2.07 -7.86 -1.50 0.288
H 0.32 -5.36 -2.51 0.215
H 0.36 -6.92 -1.72 0.402
H 1.70 -8.03 -5.97 0.248
```

=====

DFT (ωB97M-V/def2-TZVPD) results for a molecular structure, C21H11Cl5NO2Pd.

Computed properties:
Molecular weight ... 593.01 g mol⁻¹
F_max ... 0.48 eV/Å
Electronic energy ... -3440.61097 a.u.
Lowest unoccupied orbital energy (spin up / spin down) ... -3.588 / -5.695 eV
Net charge ... +1
2S+1 ... 5

Geometry as XYZ:
```
41
Properties=species:S:1:pos:R:3:lowdin_spin:R:1
Pd -0.09 0.04 0.08 1.255
Cl 4.86 -0.20 5.39 0.099
C 4.06 0.00 3.90 0.209
C 2.65 -0.14 3.88 0.004
C 2.00 0.01 2.70 0.129
Cl 0.28 -0.16 2.65 0.084
C 2.70 0.34 1.46 0.105
O 2.13 0.51 0.37 0.304
C 4.16 0.47 1.57 0.148
Cl 5.02 0.83 0.15 0.052
C 4.80 0.31 2.76 -0.020
H 2.12 -0.38 4.79 -0.002
H 5.88 0.41 2.82 -0.004
Cl -3.40 -3.90 -0.76 0.077
C -2.55 -3.03 -1.93 0.204
C -2.74 -3.29 -3.28 -0.021
C -2.05 -2.57 -4.23 0.230
Cl -2.32 -2.91 -5.88 0.089
C -1.08 -1.55 -3.88 0.017
C -0.34 -0.82 -4.81 0.028
C 0.56 0.11 -4.36 -0.002
C 0.71 0.30 -2.98 0.032
N 0.01 -0.38 -2.10 0.083
C -0.88 -1.28 -2.53 0.062
C -1.65 -2.00 -1.48 0.095
O -1.51 -1.72 -0.28 0.279
H -3.45 -4.05 -3.59 -0.004
H -0.47 -0.99 -5.87 0.002
H 1.16 0.70 -5.05 0.000
H 1.42 1.02 -2.59 0.002
C -2.97 3.99 0.09 -0.012
C -3.21 2.94 0.96 0.017
C -2.38 1.82 0.95 0.050
C -1.31 1.77 0.07 0.323
C -1.07 2.81 -0.80 0.047
C -1.90 3.93 -0.79 0.017
H -3.61 4.86 0.09 0.000
H -4.05 2.99 1.65 0.003
H -2.60 1.00 1.64 0.008
H -0.23 2.78 -1.49 0.007
H -1.70 4.75 -1.47 0.003
```